Entry 1:
{"formula": "C34H32AsBrF18IInN6O4PS2Sb", "method": "ωB97M-V with the def2-TZVPD basis set", "e_above_lowest_kcal_mol": 37.5, "e_homo_ev": -13.904, "total_charge": 2, "lumo_energy_ev": -6.06, "total_energy_ha": -10417.148438, "gap_ev": 7.85, "multiplicity": 1, "symbols": ["In", "C", "C", "N", "H", "H", "H", "C", "N", "C", "N", "C", "N", "C", "N", "C", "C", "H", "H", "H", "H", "H", "H", "H", "H", "H", "H", "H", "H", "F", "P", "F", "F", "F", "F", "F", "Br", "C", "C", "C", "C", "C", "C", "I", "H", "H", "H", "H", "F", "Sb", "F", "F", "F", "F", "F", "F", "C", "F", "F", "S", "O", "O", "N", "S", "O", "O", "C", "F", "F", "F", "C", "C", "C", "C", "C", "C", "As", "C", "C", "C", "C", "C", "C", "C", "C", "C", "C", "C", "C", "H", "H", "H", "H", "H", "H", "H", "H", "H", "H", "H", "H", "H"], "xyz": [[-0.6121, 0.6761, 1.6873], [2.1423, 3.8662, -0.5895], [1.4855, 2.7285, 0.0036], [0.9911, 1.8340, 0.5159], [3.1190, 3.5819, -0.6655], [2.0995, 4.7930, 0.0544], [1.7623, 4.0362, -1.6870], [2.2344, 0.0891, 2.6425], [3.4180, -0.8085, 2.6820], [3.5201, -1.5671, 1.4176], [2.3633, -2.3834, 1.0545], [1.1954, -1.5043, 1.0062], [0.9953, -0.6973, 2.2439], [0.8311, -1.6635, 3.4089], [1.9549, -2.5944, 3.4364], [3.1676, -1.8109, 3.7385], [2.1090, -3.3591, 2.1223], [2.4303, 0.6832, 1.7375], [2.0612, 0.5887, 3.5739], [4.4733, -2.1607, 1.5006], [3.6153, -0.8726, 0.6089], [0.2978, -2.1599, 0.9657], [1.2185, -0.8682, 0.1018], [-0.0856, -2.1570, 3.3070], [0.8688, -1.0772, 4.3589], [4.0334, -2.5235, 3.7834], [3.0666, -1.1963, 4.6952], [1.2331, -3.9524, 1.8790], [2.9827, -3.9831, 2.3674], [-3.1196, 2.9166, 0.1504], [-2.2034, 2.5530, -1.0959], [-3.3033, 1.3998, -1.4548], [-1.5078, 1.0991, -0.0920], [-2.8118, 3.6767, -2.0223], [-1.2323, 1.8959, -2.1902], [-0.9671, 3.4496, -0.5197], [-1.5175, 3.7589, 6.6896], [0.1714, 3.9109, 5.8584], [1.2765, 4.5140, 6.4610], [2.5264, 4.5226, 5.8637], [2.6861, 3.8776, 4.6522], [1.6159, 3.3115, 3.9603], [0.3706, 3.3580, 4.6055], [-1.3422, 2.9016, 3.4003], [1.1074, 4.9759, 7.4432], [3.3680, 5.0330, 6.3037], [3.6344, 3.8594, 4.1608], [1.7308, 2.7633, 3.0747], [-0.0088, -0.7232, -2.0552], [-5.4523, 1.6366, -2.6926], [-4.6598, 0.1304, -3.4732], [-4.6455, 2.5966, -4.0746], [-5.5503, 3.1757, -1.6509], [-5.8397, 0.4937, -1.2545], [-7.0593, 1.5073, -3.5524], [-5.5212, -1.3865, 1.2951], [-4.2328, -1.6497, 1.2933], [-3.9726, -2.9031, 1.6903], [-3.7097, -1.4508, 0.0631], [-3.4077, -0.5023, 2.5081], [-3.7269, 0.8119, 2.0235], [-1.9400, -0.8148, 2.2096], [-3.8858, -0.9506, 3.8501], [-3.3290, -1.8840, 5.0599], [-4.2998, -2.8671, 5.3844], [-1.9674, -2.2358, 4.8325], [-3.3977, -0.5865, 6.3798], [-4.6623, -0.4252, 6.8050], [-2.7436, -1.1253, 7.4173], [-2.8693, 0.5914, 6.1297], [-1.0489, -5.5434, -4.3333], [-1.7880, -4.7455, -3.4819], [-1.3731, -3.4252, -3.2047], [-0.2585, -2.9520, -3.8453], [0.5742, -3.8095, -4.6684], [0.1375, -5.0835, -4.9216], [0.3770, -1.2179, -3.6280], [-0.1004, 0.1815, -4.7164], [-1.3621, 0.6771, -4.9310], [-1.4548, 1.9374, -5.5685], [-0.2655, 2.6190, -5.9356], [0.9740, 2.0967, -5.6362], [1.1162, 0.9094, -4.9578], [2.3582, 0.1616, -4.5992], [3.6201, 0.5057, -4.9393], [4.7118, -0.2422, -4.5256], [4.5400, -1.3667, -3.7415], [3.2808, -1.8322, -3.4468], [2.2293, -1.0134, -3.8331], [-1.1907, -6.5689, -4.5570], [-2.6831, -5.1154, -2.9882], [-1.9371, -2.8364, -2.4287], [1.4726, -3.4524, -5.0741], [0.7577, -5.8315, -5.5930], [-2.3040, 0.1888, -4.5687], [-2.4496, 2.3860, -5.7836], [-0.3525, 3.5081, -6.4903], [1.7904, 2.6279, -6.0231], [3.8535, 1.3353, -5.5822], [5.6974, -0.0201, -4.8774], [5.3768, -1.9937, -3.5246], [3.1279, -2.8382, -2.9830]], "atomic_forces_ev_per_a": [[-0.15, 0.60, 0.66], [-2.61, 1.58, -1.45], [-0.33, 0.43, 0.14], [0.01, -0.24, 0.20], [2.96, -0.54, -0.31], [-0.34, -1.06, -0.77], [0.43, -0.16, 2.27], [1.53, -1.73, -3.16], [-1.33, -0.35, 0.38], [1.20, 0.03, 0.11], [-0.31, 0.04, 0.77], [-0.22, -1.11, -0.55], [0.36, 0.67, 1.20], [1.45, 0.07, 0.60], [-0.81, 0.35, -0.26], [0.56, -0.02, 0.44], [0.86, 1.26, 1.95], [-0.01, 0.63, 0.94], [-0.01, 0.39, 0.36], [-1.14, 0.30, -0.26], [0.43, 0.65, -0.53], [0.38, 0.43, -0.27], [0.16, -0.07, 0.47], [-1.39, -0.76, -0.06], [-0.37, -0.37, -0.76], [-0.67, 0.80, 0.18], [0.01, -1.33, -0.93], [-0.08, -0.05, 0.28], [-0.30, -0.02, -0.85], [1.06, -0.05, -0.11], [-0.02, 0.40, -0.02], [-0.32, 0.34, -0.77], [-0.25, 0.34, 0.21], [0.70, -0.93, 0.39], [-0.36, 0.83, 0.18], [-1.20, -0.64, -0.37], [0.36, 0.33, 0.10], [0.15, -0.24, -0.35], [-0.49, 0.28, 1.13], [-0.53, -0.11, -0.21], [-0.22, -0.24, -0.93], [-0.66, 0.70, 2.57], [0.13, -0.12, -1.18], [0.16, -0.59, -0.02], [0.23, -0.18, -0.47], [-0.02, -0.02, 0.24], [0.61, -0.02, -0.04], [0.24, -0.22, -1.26], [-0.31, 0.06, 1.04], [0.00, -0.79, 0.16], [0.38, -0.07, -0.01], [0.34, 0.22, 0.22], [0.01, -0.36, -0.08], [0.03, 0.59, -0.10], [-0.60, 0.13, -0.01], [0.24, -0.36, -0.15], [0.61, 0.19, 0.09], [-0.34, 0.45, -0.40], [-0.36, -0.21, 0.71], [-0.21, -0.68, -1.33], [0.19, 0.11, 0.71], [-0.04, -0.10, 0.28], [-0.14, 0.35, 0.33], [-0.77, 0.44, -0.92], [0.31, 0.35, 0.07], [0.51, 0.13, 0.16], [-0.97, -1.01, 2.19], [0.46, 0.15, -0.88], [0.42, -0.01, -0.15], [0.22, 0.20, -0.80], [1.11, 0.56, -0.19], [-0.12, 0.29, 0.33], [-1.29, -0.43, 0.76], [1.52, -1.13, -0.66], [-2.08, 0.70, 0.99], [1.11, -1.39, -1.07], [0.42, -1.16, -0.35], [0.99, 1.09, 0.53], [-1.33, 1.04, -0.24], [0.25, 0.17, -0.11], [-2.04, -1.81, 0.78], [0.03, -0.25, 0.09], [-1.40, -1.42, -0.51], [-0.58, -0.08, 0.72], [1.79, 0.82, -0.76], [-0.34, -0.38, 0.27], [0.42, -0.54, -0.54], [-0.86, -0.48, 0.43], [-0.89, 0.07, -0.18], [-1.11, -0.79, 0.18], [0.20, -0.05, -0.13], [0.59, -0.48, -1.13], [1.08, 0.52, -0.56], [-1.31, 1.81, 1.51], [1.07, 0.27, -0.52], [0.90, -0.44, 0.22], [0.01, 1.05, -0.49], [1.34, 0.62, -0.16], [-0.29, 0.36, -0.17], [0.36, 0.36, -0.05], [0.51, -0.15, 0.26], [0.06, 1.16, -0.26]]}

***

Entry 2:
{"formula": "C34H32BCrF4N3O3P2", "method": "ωB97M-V with the def2-TZVPD basis set", "e_above_lowest_kcal_mol": 5.9, "e_homo_ev": [-1.037, -2.101], "total_charge": -2, "lumo_energy_ev": [4.26, 4.26], "s2": 6.015, "total_energy_ha": -3856.749791, "gap_ev": [5.30, 6.36], "multiplicity": 5, "symbols": ["Cr", "C", "P", "C", "C", "C", "C", "C", "C", "C", "C", "C", "C", "C", "C", "C", "C", "C", "C", "C", "P", "C", "C", "C", "C", "C", "C", "C", "C", "C", "C", "C", "C", "N", "H", "H", "H", "H", "H", "H", "H", "H", "H", "H", "H", "H", "H", "H", "H", "H", "H", "H", "H", "H", "H", "H", "H", "H", "H", "H", "N", "C", "C", "O", "N", "C", "C", "O", "O", "H", "H", "H", "H", "H", "H", "F", "B", "F", "F", "F"], "xyz": [[0.4077, -0.9448, -0.3573], [1.6469, 0.3618, 2.6867], [2.1304, 1.1022, 1.0466], [1.2502, 2.7051, 1.1163], [0.0423, 2.8521, 1.7914], [-0.6304, 4.0654, 1.7709], [-0.1126, 5.1431, 1.0687], [1.0767, 4.9953, 0.3667], [1.7469, 3.7845, 0.3851], [3.8140, 1.7149, 1.5405], [4.0290, 2.7133, 2.4969], [5.3005, 3.1948, 2.7564], [6.4010, 2.6876, 2.0759], [6.2095, 1.6873, 1.1331], [4.9309, 1.2196, 0.8675], [0.3364, -0.3769, 2.6868], [-0.4368, -0.7003, 3.7898], [-1.5532, -1.4237, 3.3034], [-1.3937, -1.5102, 1.9343], [-2.2584, -2.1452, 0.8807], [-2.1702, -1.0162, -0.5834], [-2.7204, -2.0473, -1.9852], [-1.8770, -3.1183, -2.3149], [-2.1343, -3.9077, -3.4206], [-3.2321, -3.6453, -4.2307], [-4.0782, -2.5926, -3.9106], [-3.8286, -1.8034, -2.7979], [-3.5642, 0.1273, -0.3409], [-3.6839, 1.1761, -1.2643], [-4.7108, 2.0969, -1.1674], [-5.6336, 2.0141, -0.1305], [-5.4817, 1.0214, 0.8284], [-4.4487, 0.1018, 0.7373], [-0.2465, -0.8659, 1.5522], [1.6340, 1.1500, 3.4459], [2.4684, -0.3213, 2.9356], [-0.3850, 2.0031, 2.3144], [-1.5743, 4.1626, 2.2949], [-0.6423, 6.0886, 1.0473], [1.4716, 5.8238, -0.2097], [2.6627, 3.6670, -0.1826], [3.1819, 3.1243, 3.0331], [5.4409, 3.9800, 3.4915], [7.3931, 3.0771, 2.2693], [7.0578, 1.2822, 0.5941], [4.7911, 0.4736, 0.0950], [-0.2232, -0.4507, 4.8202], [-2.3599, -1.8503, 3.8834], [-3.2768, -2.3175, 1.2330], [-1.8537, -3.1118, 0.5740], [-0.9990, -3.3044, -1.7056], [-1.4659, -4.7266, -3.6574], [-3.4135, -4.2416, -5.1171], [-4.9392, -2.3846, -4.5363], [-4.4972, -0.9859, -2.5626], [-2.9396, 1.2665, -2.0495], [-4.7817, 2.9030, -1.8883], [-6.4459, 2.7266, -0.0534], [-6.1764, 0.9640, 1.6592], [-4.3301, -0.6351, 1.5206], [2.7473, -1.9432, -0.2463], [2.8288, -2.5416, -1.5846], [2.2497, -1.5867, -2.6371], [2.8468, -1.4354, -3.7196], [1.1151, -1.0146, -2.2415], [0.5369, 0.0006, -3.1036], [0.1179, 1.2125, -2.2519], [-0.1729, 2.2807, -2.7969], [0.0737, 0.9781, -0.9893], [3.4948, -1.2785, -0.1158], [2.8106, -2.6503, 0.4794], [2.2292, -3.4513, -1.5887], [3.8484, -2.8049, -1.8828], [-0.3762, -0.3735, -3.5894], [1.2353, 0.3069, -3.8822], [0.8821, -5.3643, -0.6118], [0.6978, -4.5751, 0.5323], [0.4339, -3.2185, 0.0939], [-0.3944, -5.0213, 1.2719], [1.8706, -4.5491, 1.3030]], "atomic_forces_ev_per_a": [[1.35, 0.07, -0.44], [0.01, -0.08, -0.14], [0.13, 0.13, 0.40], [-0.02, 0.05, -0.12], [0.04, -0.10, 0.05], [-0.05, 0.05, 0.00], [-0.01, 0.01, 0.00], [0.00, 0.04, 0.00], [-0.04, -0.06, 0.05], [0.16, 0.19, 0.02], [-0.09, -0.18, -0.02], [0.11, 0.09, 0.11], [-0.10, -0.12, -0.10], [0.18, 0.12, 0.12], [-0.22, -0.05, -0.03], [-0.12, -0.09, 0.09], [0.01, 0.10, 0.02], [-0.08, -0.06, -0.03], [-0.03, 0.15, 0.06], [0.02, 0.08, -0.01], [-0.51, -0.61, 0.03], [-0.24, -0.30, -0.12], [-0.02, 0.24, 0.09], [-0.01, -0.11, -0.05], [-0.01, 0.09, 0.01], [-0.01, -0.10, -0.13], [0.10, 0.02, 0.18], [-0.04, 0.47, 0.02], [0.16, -0.24, 0.05], [-0.15, 0.18, -0.01], [0.13, -0.14, 0.04], [-0.16, 0.16, 0.02], [0.10, -0.19, -0.11], [-0.08, 0.20, 0.83], [0.04, -0.04, 0.04], [0.02, 0.03, -0.01], [-0.02, 0.05, 0.01], [0.00, -0.02, 0.00], [-0.01, -0.01, 0.00], [0.01, -0.02, -0.01], [0.01, 0.02, -0.02], [-0.03, 0.04, -0.03], [-0.03, -0.01, 0.00], [0.01, -0.01, 0.02], [-0.03, 0.00, -0.03], [-0.01, -0.03, -0.03], [0.03, 0.03, -0.02], [-0.01, 0.01, -0.02], [0.00, -0.01, 0.00], [-0.01, 0.02, -0.03], [0.01, -0.08, -0.06], [0.02, 0.02, 0.01], [-0.03, -0.03, 0.03], [0.00, 0.03, 0.01], [-0.03, 0.03, 0.00], [-0.02, 0.06, -0.01], [0.02, -0.04, -0.03], [0.02, 0.03, -0.01], [0.03, 0.01, 0.02], [-0.01, -0.02, -0.04], [-0.20, -0.25, 0.09], [0.07, 0.11, -0.11], [-0.08, -0.04, 0.05], [-0.04, -0.07, 0.04], [0.14, -0.13, -0.58], [0.05, 0.04, 0.25], [0.02, -0.15, -0.07], [-0.05, -0.08, 0.03], [-0.20, 0.49, -0.08], [0.02, 0.13, 0.02], [-0.04, -0.03, -0.04], [0.01, -0.04, 0.04], [-0.02, 0.04, -0.03], [0.03, 0.03, -0.07], [-0.05, 0.04, -0.05], [-0.02, 0.03, 0.06], [0.01, 0.12, -0.06], [-0.20, -0.30, -0.09], [0.07, -0.01, -0.02], [-0.03, -0.01, -0.04]]}

***

Question: What is the multiplicity in the second record?
Answer: 5